1:
Here is an isolated molecule of C5H11NO3S from the Open Molecules 2025 dataset. Energies are from ωB97M-V/def2-TZVPD.

Calculated values
**Highest occupied orbital energy**: -0.3495 Eh
**HOMO-LUMO gap**: 10.189 eV

CARTESIAN COORDINATES (ANGSTROEM)
N1 1.39 1.04 1.15
C1 1.74 0.71 -0.23
C2 0.57 0.29 -1.12
C3 -0.76 0.93 -0.82
C4 -1.49 0.40 0.41
C5 -1.58 -1.12 0.49
S1 -0.06 -1.94 0.05
O1 0.89 -1.88 1.11
O2 -0.39 -3.24 -0.39
O3 0.44 -1.16 -1.24
H1 1.51 2.02 1.33
H2 1.97 0.50 1.78
H3 2.44 -0.11 -0.25
H4 2.23 1.55 -0.73
H5 0.84 0.59 -2.12
H6 -1.41 0.75 -1.67
H7 -0.64 2.00 -0.74
H8 -1.06 0.82 1.31
H9 -2.51 0.77 0.37
H10 -1.78 -1.41 1.51
H11 -2.34 -1.51 -0.18


2:
Here is a cluster of 2 separate species, C5H11NO3S in total from the Open Molecules 2025 dataset. Energies are from ωB97M-V/def2-TZVPD.

Calculated values
**Highest occupied orbital energy**: -0.3105 Eh
**HOMO-LUMO gap**: 9.346 eV

CARTESIAN COORDINATES (ANGSTROEM)
C1 3.29 -1.21 -0.32
C2 3.35 -0.27 0.85
C3 1.88 -0.93 -0.87
C4 2.22 0.42 0.90
C5 -2.59 1.99 -0.31
N1 -2.82 0.88 0.60
O1 -3.83 -0.92 -0.86
O2 -2.43 -1.49 1.15
O3 1.32 0.13 -0.08
S1 -2.41 -0.65 -0.03
H1 4.07 -1.00 -1.05
H2 3.41 -2.25 0.00
H3 4.18 -0.19 1.52
H4 -4.56 -1.13 -0.26
H5 1.90 -0.60 -1.91
H6 1.22 -1.80 -0.79
H7 1.91 1.19 1.58
H8 -3.18 2.85 0.01
H9 -1.54 2.28 -0.37
H10 -2.93 1.68 -1.29
H11 -2.47 1.02 1.53


1 wins, 1.378 eV ahead of the next structure.


1:
Here is a cluster of 2 separate species, C4H14N in total from the Open Molecules 2025 dataset. Energies are from ωB97M-V/def2-TZVPD.

Calculated values
**2S+1**: 2
**Highest occupied orbital energy (spin up / spin down)**: -0.7164 / -0.7164 Eh
**HOMO-LUMO gap (spin up / spin down)**: 12.025 / 3.679 eV
**Net charge**: +2

CARTESIAN COORDINATES (ANGSTROEM)
C1 2.37 -0.02 0.41
C2 1.82 -1.17 1.16
N1 1.23 0.64 -0.44
H1 2.69 1.02 1.09
H2 3.31 -0.35 -0.31
H3 0.82 -1.26 1.14
H4 2.10 -1.21 2.32
H5 1.03 1.50 -0.06
H6 1.28 0.71 -1.29
H7 0.40 0.13 -0.24
H8 2.27 -2.09 0.78
C3 -2.56 0.50 0.17
C4 -2.14 0.10 -1.35
H9 -1.84 1.17 0.65
H10 -3.56 0.88 0.23
H11 -2.79 -0.47 0.80
H12 -1.29 -0.21 -1.47
H13 -2.76 -0.81 -1.63
H14 -2.39 0.93 -1.94


2:
Here is a cluster of 2 separate species, C4H14N in total from the Open Molecules 2025 dataset. Energies are from ωB97M-V/def2-TZVPD.

Calculated values
**2S+1**: 2
**Highest occupied orbital energy (spin up / spin down)**: -0.8025 / -0.8025 Eh
**HOMO-LUMO gap (spin up / spin down)**: 14.323 / 7.079 eV
**Net charge**: +2

CARTESIAN COORDINATES (ANGSTROEM)
C1 1.31 -1.77 0.49
C2 0.59 -2.13 1.77
H1 0.51 -2.11 -0.27
H2 2.11 -2.46 0.22
H3 1.42 -0.70 0.51
H4 -0.28 -1.51 1.99
H5 0.28 -3.14 2.04
H6 1.47 -1.84 2.48
C3 -0.86 0.50 -1.62
N1 -0.01 1.38 -0.80
C4 -0.89 2.41 -0.09
H7 -1.05 0.99 -2.58
H8 -0.42 -0.47 -1.86
H9 -1.85 0.37 -1.24
H10 0.75 1.86 -1.29
H11 0.41 0.91 0.00
H12 -1.66 1.79 0.38
H13 -1.39 2.98 -0.86
H14 -0.43 2.96 0.73


2 wins, 3.378 eV ahead of the next structure.


1:
Here is an isolated molecule of C5H11N from the Open Molecules 2025 dataset. Energies are from ωB97M-V/def2-TZVPD.

Calculated values
**Highest occupied orbital energy**: -0.3032 Eh
**HOMO-LUMO gap**: 9.352 eV

CARTESIAN COORDINATES (ANGSTROEM)
C1 -0.83 -2.33 -0.51
C2 0.23 -1.24 -0.69
C3 -0.10 0.17 0.19
C4 0.75 0.54 1.44
N1 0.90 1.18 0.12
C5 0.37 2.53 -0.03
H1 -0.80 -2.74 0.50
H2 -1.83 -1.92 -0.68
H3 -0.68 -3.16 -1.22
H4 1.25 -1.66 -0.55
H5 0.22 -0.82 -1.70
H6 -1.16 0.38 0.15
H7 0.84 -0.67 1.06
H8 0.12 1.08 2.18
H9 0.14 2.71 -1.09
H10 1.13 3.25 0.28
H11 -0.55 2.72 0.56


2:
Here is a structure of composition C5H11N from the Open Molecules 2025 dataset. Energies are from ωB97M-V/def2-TZVPD.

Calculated values
**Highest occupied orbital energy**: -0.2555 Eh
**HOMO-LUMO gap**: 7.764 eV

CARTESIAN COORDINATES (ANGSTROEM)
C1 -0.58 -2.45 -0.07
C2 0.51 -1.40 0.02
C3 -0.21 0.33 0.23
C4 0.13 1.12 1.47
N1 0.79 1.30 0.12
C5 0.39 2.42 -0.71
H1 -1.04 -2.64 0.91
H2 -1.37 -2.15 -0.76
H3 -0.17 -3.40 -0.43
H4 1.33 -1.68 0.70
H5 0.96 -1.11 -0.92
H6 -1.11 0.22 -0.36
H7 0.20 -0.57 0.96
H8 -0.71 1.83 1.62
H9 0.56 2.20 -1.77
H10 0.99 3.29 -0.44
H11 -0.67 2.70 -0.57


1 wins, 2.453 eV ahead of the next structure.


1:
Here is an isolated molecule of C5H11N from the Open Molecules 2025 dataset. Energies are from ωB97M-V/def2-TZVPD.

Calculated values
**Highest occupied orbital energy**: -0.3049 Eh
**HOMO-LUMO gap**: 9.418 eV

CARTESIAN COORDINATES (ANGSTROEM)
C1 1.32 -1.19 0.06
C2 0.32 -0.06 0.04
C3 0.94 1.34 -0.07
C4 -0.94 -0.13 1.07
C5 -1.83 -0.01 -0.23
N1 -0.62 -0.41 -0.87
H1 1.84 -1.11 1.05
H2 2.04 -0.91 -0.75
H3 0.80 -2.12 -0.23
H4 0.18 1.98 -0.48
H5 1.44 1.87 0.82
H6 1.65 1.25 -0.91
H7 -0.87 -1.13 1.51
H8 -1.08 0.71 1.80
H9 -2.64 -0.76 -0.41
H10 -2.14 1.02 -0.56
H11 -0.42 -0.34 -1.86


2:
Here is an isolated molecule of C5H11N from the Open Molecules 2025 dataset. Energies are from ωB97M-V/def2-TZVPD.

Calculated values
**Highest occupied orbital energy**: -0.2729 Eh
**HOMO-LUMO gap**: 8.637 eV

CARTESIAN COORDINATES (ANGSTROEM)
C1 1.09 -1.45 -2.50
C2 0.11 -0.60 -1.74
C3 0.34 -0.20 -0.46
N1 -0.71 0.15 0.39
C4 -0.44 0.27 1.81
C5 -0.47 1.75 2.22
H1 0.57 -2.17 -3.13
H2 1.75 -2.06 -1.88
H3 1.70 -0.84 -3.20
H4 -0.72 -0.21 -2.31
H5 1.31 -0.32 -0.04
H6 -1.61 -0.22 0.19
H7 -1.06 -0.34 2.46
H8 0.62 -0.07 2.04
H9 -0.01 1.93 3.21
H10 0.10 2.31 1.48
H11 -1.49 2.13 2.36


3:
Here is an isolated molecule of C5H11N from the Open Molecules 2025 dataset. Energies are from ωB97M-V/def2-TZVPD.

Calculated values
**Highest occupied orbital energy**: -0.2802 Eh
**HOMO-LUMO gap**: 8.680 eV

CARTESIAN COORDINATES (ANGSTROEM)
C1 -2.10 -0.10 -0.01
N1 -0.72 -0.28 -0.36
C2 0.16 -1.22 -0.01
C3 1.60 -0.68 -0.13
C4 1.36 0.81 0.03
C5 -0.11 1.13 -0.13
H1 -2.74 -0.91 -0.15
H2 -1.90 0.26 1.07
H3 -2.46 0.88 -0.43
H4 -0.21 -1.69 1.03
H5 -0.22 -1.98 -0.84
H6 2.08 -0.96 0.93
H7 2.14 -1.06 -0.89
H8 2.15 1.14 0.68
H9 1.89 1.09 -0.87
H10 -0.58 1.58 0.85
H11 -0.35 2.00 -0.79


4:
Here is an isolated molecule of C5H11N from the Open Molecules 2025 dataset. Energies are from ωB97M-V/def2-TZVPD.

Calculated values
**Highest occupied orbital energy**: -0.3338 Eh
**HOMO-LUMO gap**: 10.209 eV

CARTESIAN COORDINATES (ANGSTROEM)
C1 -0.30 -0.07 2.58
C2 0.40 -0.66 1.55
C3 0.18 -0.39 0.02
C4 1.54 -0.08 -0.66
N1 -0.88 0.57 -0.33
C5 -1.38 0.42 -1.69
H1 -1.14 0.58 2.37
H2 -0.08 -0.34 3.64
H3 1.32 -1.25 1.87
H4 -0.13 -1.41 -0.31
H5 2.19 -0.89 -0.55
H6 1.38 0.02 -1.76
H7 2.00 0.83 -0.24
H8 -0.39 1.47 -0.27
H9 -0.64 0.42 -2.59
H10 -2.00 1.28 -1.84
H11 -2.07 -0.50 -1.80


2 wins, 0.286 eV ahead of the next structure.


1:
Here is a cluster of 2 separate species, C5H11N in total from the Open Molecules 2025 dataset. Energies are from ωB97M-V/def2-TZVPD.

Calculated values
**Highest occupied orbital energy (spin up / spin down)**: -0.2488 / -0.2488 Eh
**HOMO-LUMO gap (spin up / spin down)**: 7.631 / 7.633 eV

CARTESIAN COORDINATES (ANGSTROEM)
C1 -1.17 1.43 -0.05
C2 -1.29 -0.70 -0.26
N1 -0.04 -0.90 0.34
C3 0.49 -2.07 0.61
C4 0.62 0.32 0.56
C5 1.46 0.78 -0.62
H1 -1.88 1.48 -0.89
H2 -1.71 1.54 0.89
H3 -0.47 2.27 -0.18
H4 -2.11 -0.58 0.44
H5 -1.53 -1.44 -1.05
H6 -0.14 -2.93 0.83
H7 1.57 -2.19 0.63
H8 1.17 0.33 1.51
H9 2.40 0.21 -0.69
H10 1.72 1.84 -0.53
H11 0.90 0.63 -1.55


2:
Here is a cluster of 2 separate species, C5H11N in total from the Open Molecules 2025 dataset. Energies are from ωB97M-V/def2-TZVPD.

Calculated values
**Highest occupied orbital energy**: -0.3497 Eh
**HOMO-LUMO gap**: 10.622 eV

CARTESIAN COORDINATES (ANGSTROEM)
C1 2.55 0.40 0.83
C2 1.57 0.40 1.73
C3 1.42 1.40 2.85
H1 2.47 -0.40 0.10
H2 3.44 1.01 0.82
H3 0.91 -0.45 1.65
H4 2.37 1.63 3.32
H5 0.94 2.27 2.38
H6 0.75 1.09 3.65
C4 -3.26 -1.26 -2.43
N1 -2.23 -1.51 -1.74
C5 -1.05 -0.67 -1.96
H7 -4.07 -1.97 -2.29
H8 -3.45 -0.40 -3.07
H9 -1.30 0.29 -1.48
H10 -0.84 -0.77 -3.02
H11 -0.23 -1.06 -1.35


3:
Here is a cluster of 2 separate species, C5H11N in total from the Open Molecules 2025 dataset. Energies are from ωB97M-V/def2-TZVPD.

Calculated values
**Highest occupied orbital energy**: -0.2094 Eh
**HOMO-LUMO gap**: 2.687 eV

CARTESIAN COORDINATES (ANGSTROEM)
C1 -3.53 0.00 0.03
C2 2.19 -1.04 -0.89
C3 1.78 -0.26 0.18
C4 2.72 0.23 1.06
C5 0.36 0.23 0.19
N1 -2.50 0.81 -0.53
H1 -3.12 -0.61 0.84
H2 -4.34 0.62 0.44
H3 3.23 -1.25 -1.10
H4 1.48 -1.30 -1.67
H5 2.45 0.92 1.85
H6 3.78 0.11 0.85
H7 0.17 1.15 0.74
H8 0.12 0.51 -0.84
H9 -0.34 -0.55 0.47
H10 -2.88 1.37 -1.29
H11 -4.03 -0.69 -0.68


2 wins, 3.969 eV ahead of the next structure.


1:
Here is an isolated molecule of C5H11N from the Open Molecules 2025 dataset. Energies are from ωB97M-V/def2-TZVPD.

Calculated values
**Highest occupied orbital energy**: -0.2878 Eh
**HOMO-LUMO gap**: 9.011 eV

CARTESIAN COORDINATES (ANGSTROEM)
C1 0.49 -0.22 -2.11
N1 0.13 -0.13 -0.69
C2 -1.02 0.54 -0.18
C3 -1.14 -0.05 1.24
C4 0.34 -0.26 1.62
C5 1.14 -0.03 0.32
H1 0.19 0.69 -2.62
H2 1.59 -0.24 -2.18
H3 0.14 -1.17 -2.49
H4 -0.77 1.60 0.04
H5 -1.87 0.58 -0.86
H6 -1.63 0.71 1.86
H7 -1.77 -0.92 1.39
H8 0.43 -1.25 2.08
H9 0.67 0.41 2.42
H10 2.02 -0.66 0.26
H11 1.51 1.02 0.33


2:
Here is an isolated molecule of C5H11N from the Open Molecules 2025 dataset. Energies are from ωB97M-V/def2-TZVPD.

Calculated values
**Highest occupied orbital energy**: -0.3314 Eh
**HOMO-LUMO gap**: 10.262 eV

CARTESIAN COORDINATES (ANGSTROEM)
C1 -1.29 1.30 -0.07
C2 -0.56 0.00 0.25
C3 -1.38 -1.25 -0.16
N1 0.68 -0.10 -0.48
C4 1.85 -0.75 0.10
C5 1.80 0.75 -0.12
H1 -1.52 1.31 -1.15
H2 -0.70 2.20 0.18
H3 -2.19 1.34 0.57
H4 -0.37 -0.03 1.35
H5 -2.40 -1.33 0.21
H6 -1.50 -1.34 -1.28
H7 -0.86 -2.18 0.18
H8 1.85 -1.09 1.17
H9 2.51 -1.35 -0.57
H10 1.77 1.31 0.82
H11 2.32 1.19 -1.01


1 wins, 0.436 eV ahead of the next structure.